1.
A 2-piece molecular cluster, C6H10O overall. Source: the Open Molecules 2025 dataset; level of theory: ωB97M-V/def2-TZVPD.

The geometry in XYZ format:
```
17
C6H10O, DFT ωB97M-V/def2-TZVPD
C -0.04 -1.09 -0.46
C -1.10 -1.11 0.34
C -1.81 0.22 0.35
C -1.08 1.06 -0.73
C 0.19 0.25 -1.11
H 0.66 -1.92 -0.55
H -1.39 -1.95 0.97
H -2.88 0.11 0.13
H -1.74 0.69 1.35
H -1.71 1.16 -1.62
H -0.85 2.08 -0.41
H 1.11 0.74 -0.74
H 0.33 0.18 -2.20
C 2.58 -0.10 1.17
O 1.96 -1.04 1.60
H 3.46 -0.22 0.51
H 2.31 0.94 1.41
```

- ΔE to the lowest compared entry with this formula, charge and spin (kcal/mol) = 27.3
- E_HOMO (eV) = -8.917
- multiplicity = 1
- molecular weight (g/mol) = 98.14
- E_tot (hartree) = -309.79886

***

2.
One molecule with the formula C6H10O. Source: the Open Molecules 2025 dataset; level of theory: ωB97M-V/def2-TZVPD.

The geometry in XYZ format:
```
17
C6H10O, DFT ωB97M-V/def2-TZVPD
C 2.02 -0.39 0.14
C 0.56 -0.04 0.50
C 0.20 1.21 -0.31
C -1.30 1.25 -0.31
C -1.81 0.08 0.04
C -0.76 -0.95 0.42
O -0.84 -2.08 -0.44
H 2.18 -0.52 -0.94
H 2.62 0.49 0.42
H 2.47 -1.24 0.66
H 0.58 0.21 1.56
H 0.53 1.05 -1.35
H 0.70 2.12 0.04
H -1.86 2.12 -0.64
H -2.87 -0.18 -0.04
H -0.94 -1.34 1.43
H -1.50 -1.90 -1.12
```

- ΔE to the lowest compared entry with this formula, charge and spin (kcal/mol) = 14.8
- E_HOMO (eV) = -9.504
- multiplicity = 1
- molecular weight (g/mol) = 98.14
- E_tot (hartree) = -309.81881

***

3.
One molecule with the formula C6H10O at a distorted geometry. Source: the Open Molecules 2025 dataset; level of theory: ωB97M-V/def2-TZVPD.

The geometry in XYZ format:
```
17
C6H10O, DFT ωB97M-V/def2-TZVPD
C -1.76 -0.04 1.04
C -1.56 1.23 0.38
C -0.74 -1.09 0.75
C 0.67 -0.86 0.36
C 1.13 -0.44 -1.07
C 1.83 0.71 -0.34
O 1.25 0.33 0.92
H -2.06 0.03 2.09
H -2.59 -0.53 0.50
H -1.27 1.26 -0.67
H -1.59 2.17 0.94
H -1.10 -2.10 0.57
H 1.22 -1.75 0.70
H 1.77 -1.16 -1.59
H 0.31 -0.15 -1.72
H 2.92 0.65 -0.32
H 1.53 1.72 -0.63
```

- ΔE to the lowest compared entry with this formula, charge and spin (kcal/mol) = 103.7
- E_HOMO (spin up / spin down) (eV) = -7.750 / -7.700
- multiplicity = 1
- molecular weight (g/mol) = 98.14
- E_tot (hartree) = -309.67705

***

4.
One molecule with the formula C6H10O. Source: the Open Molecules 2025 dataset; level of theory: ωB97M-V/def2-TZVPD.

The geometry in XYZ format:
```
17
C6H10O, DFT ωB97M-V/def2-TZVPD
C 1.98 0.91 -0.19
C 1.21 -0.34 0.14
O 0.52 -0.30 1.41
C -0.60 -1.02 0.85
C -1.82 -0.12 0.62
C -1.17 0.36 -0.71
C -0.08 -0.74 -0.58
H 1.34 1.79 -0.27
H 2.73 1.10 0.59
H 2.52 0.78 -1.14
H 1.90 -1.20 0.14
H -0.72 -2.01 1.29
H -2.01 0.63 1.39
H -2.72 -0.71 0.45
H -1.82 0.26 -1.59
H -0.79 1.39 -0.69
H -0.03 -1.48 -1.38
```

- ΔE to the lowest compared entry with this formula, charge and spin (kcal/mol) = 31.1
- E_HOMO (eV) = -9.423
- multiplicity = 1
- molecular weight (g/mol) = 98.14
- E_tot (hartree) = -309.79282

***

5.
A 2-piece molecular cluster, C6H10O overall. Source: the Open Molecules 2025 dataset; level of theory: ωB97M-V/def2-TZVPD.

The geometry in XYZ format:
```
17
C6H10O, DFT ωB97M-V/def2-TZVPD
C 0.12 2.24 0.16
C -0.72 1.38 1.02
C -1.05 -0.48 -0.34
C -0.84 -1.86 -0.86
C 0.39 -2.09 -0.42
C 0.53 -0.86 0.41
O 1.74 -0.18 0.29
H -0.33 2.48 -0.81
H 0.04 3.15 0.78
H 1.19 2.01 0.04
H -0.06 0.95 1.80
H -1.01 0.27 -1.14
H -2.02 -0.34 0.15
H -1.55 -2.48 -1.39
H 1.09 -2.90 -0.55
H 0.41 -1.03 1.48
H 2.06 -0.25 -0.62
```

- ΔE to the lowest compared entry with this formula, charge and spin (kcal/mol) = 148.0
- E_HOMO (eV) = -7.970
- multiplicity = 1
- molecular weight (g/mol) = 98.14
- E_tot (hartree) = -309.60653

***

6.
One molecule with the formula C6H10O. Source: the Open Molecules 2025 dataset; level of theory: ωB97M-V/def2-TZVPD.

The geometry in XYZ format:
```
17
C6H10O, DFT ωB97M-V/def2-TZVPD
O 1.44 -0.78 1.36
C 1.31 -0.51 -0.04
C 1.15 0.97 -0.32
C -0.06 1.53 -0.25
C -1.33 0.77 0.02
C -1.11 -0.73 0.28
C 0.07 -1.22 -0.58
H 1.09 -0.02 1.84
H 2.24 -0.89 -0.48
H 2.03 1.55 -0.59
H -0.16 2.60 -0.45
H -1.98 0.88 -0.86
H -1.87 1.25 0.85
H -0.90 -0.89 1.35
H -2.02 -1.30 0.08
H 0.20 -2.30 -0.60
H -0.09 -0.91 -1.63
```

- ΔE to the lowest compared entry with this formula, charge and spin (kcal/mol) = 4.9
- E_HOMO (eV) = -9.598
- multiplicity = 1
- molecular weight (g/mol) = 98.14
- E_tot (hartree) = -309.83456